{
  "formula": "C9H14NO",
  "method": "ωB97M-V with the def2-TZVPD basis set",
  "molar_mass_da": 152.2,
  "charge": 1,
  "e_above_lowest_kcal_mol": 81.2,
  "largest_force_ha_per_bohr": 0.0890,
  "elements": ["C", "C", "C", "C", "C", "C", "C", "C", "C", "N", "O", "H", "H", "H", "H", "H", "H", "H", "H", "H", "H", "H", "H", "H", "H"],
  "coordinates": [[2.052, -3.124, -1.444], [0.800, -2.769, -1.974], [2.020, -3.079, -0.121], [0.088, -2.351, -0.849], [-1.577, 2.112, 0.134], [-0.388, 2.196, -0.844], [-0.397, 1.296, 0.356], [-0.490, 1.837, -2.340], [-0.602, -0.075, 2.263], [0.130, 0.382, 1.074], [0.804, -2.519, 0.264], [2.928, -3.409, -2.136], [0.709, -2.510, -2.946], [2.675, -3.416, 0.559], [-1.813, 2.979, 0.747], [-2.270, 1.404, -0.283], [0.272, 2.994, -0.819], [0.162, 1.042, -2.615], [0.025, 2.592, -2.894], [-1.494, 1.934, -2.689], [-0.081, -0.828, 2.781], [-0.880, 0.745, 2.887], [-1.517, -0.520, 1.920], [0.853, -0.226, 0.777], [-0.926, -2.207, -0.721]],
  "atomic_forces_ev_per_a": [[2.569, -1.321, -2.887], [-0.157, 1.521, 4.312], [-2.341, 1.598, -1.385], [1.543, -1.161, -2.603], [1.427, 0.299, 0.061], [-0.814, -2.201, -0.363], [1.099, 0.571, -1.487], [0.697, 0.783, 0.990], [-0.804, 0.103, -0.721], [-1.938, 0.893, 0.523], [0.859, -1.109, 0.894], [-1.484, 0.272, 1.635], [-1.139, 0.206, -2.914], [1.966, -0.648, 2.670], [-0.451, -0.422, -0.029], [-1.219, 0.248, 0.116], [1.100, 1.621, 1.186], [-0.469, -1.542, -0.134], [0.240, 1.141, -0.099], [-0.712, -0.955, -0.297], [0.957, -0.660, 0.623], [0.186, 0.596, 0.466], [-0.533, -0.326, -0.174], [1.263, -0.284, -0.685], [-1.846, 0.780, 0.300]],
  "lowdin_charge": [-0.09, -0.03, -0.08, -0.14, 0.04, -0.16, -0.12, -0.02, 0.02, 0.13, -0.04, 0.16, 0.07, 0.09, 0.14, 0.14, 0.12, 0.07, 0.07, 0.09, 0.09, 0.10, 0.10, 0.14, 0.10]
}